# 1
Formula: C28H33N5O3
Source: OMol25
Level of theory: the ωB97M-V functional and the def2-TZVPD basis

E_tot = -43159.283 eV
HOMO-LUMO gap = 6.83 eV
E_HOMO = -8.01 eV
SMILES = C=CC1=CC(=O)C(CC(=O)N(C)C)=CC1=O.c1cc[nH]c1.c1cc[nH]c1.c1cc[nH]c1.c1cc[nH]c1

```
! wB97M-V def2-TZVPD RIJCOSX def2/J DEFGRID3
* xyz 0 1
C 3.28 -1.95 -1.07
C 3.47 -0.63 -1.35
C 2.36 0.31 -1.04
C 1.37 -0.03 -0.20
C 0.27 1.01 0.00
O -0.21 1.27 1.06
C -0.14 1.75 -1.28
C -1.60 2.08 -1.59
C -2.44 0.80 -1.80
O -3.48 0.85 -2.37
N -1.93 -0.41 -1.23
C -2.48 -0.64 0.13
C -2.12 -1.57 -2.10
C 0.85 2.10 -2.09
C 2.27 1.70 -1.69
O 3.22 2.40 -1.83
H 3.99 -2.53 -0.47
H 2.37 -2.47 -1.41
H 4.37 -0.23 -1.83
H 1.32 -1.01 0.29
H -1.63 2.62 -2.55
H -2.04 2.73 -0.81
H -2.88 0.31 0.51
H -3.31 -1.37 0.02
H -1.71 -1.03 0.83
H -1.60 -1.48 -3.07
H -1.66 -2.45 -1.61
H -3.21 -1.75 -2.22
H 0.67 2.63 -3.04
N 4.26 4.63 -4.08
C 4.15 5.28 -5.28
C 5.23 6.11 -5.41
C 6.03 5.95 -4.25
C 5.41 5.03 -3.45
H 3.60 3.97 -3.71
H 3.31 5.10 -5.93
H 5.43 6.75 -6.25
H 6.96 6.45 -4.03
H 5.68 4.62 -2.49
N -0.22 -5.07 -2.54
C 0.61 -5.29 -3.60
C -0.15 -5.31 -4.74
C -1.50 -5.09 -4.34
C -1.51 -4.95 -2.98
H 0.07 -5.01 -1.58
H 1.67 -5.41 -3.46
H 0.21 -5.47 -5.74
H -2.37 -5.05 -4.98
H -2.32 -4.77 -2.29
N -1.04 1.99 4.89
C -1.96 1.98 5.91
C -3.19 1.70 5.38
C -3.01 1.53 3.98
C -1.67 1.70 3.71
H -0.06 2.17 5.00
H -1.66 2.18 6.93
H -4.11 1.63 5.92
H -3.77 1.29 3.25
H -1.12 1.66 2.79
N -2.19 -2.90 7.69
C -2.35 -3.42 6.44
C -2.07 -2.43 5.53
C -1.74 -1.26 6.27
C -1.82 -1.59 7.60
H -2.34 -3.40 8.55
H -2.63 -4.45 6.30
H -2.11 -2.53 4.46
H -1.47 -0.30 5.87
H -1.65 -1.00 8.48
*
```

Atomic partial charges in e from the Löwdin method, atoms 1 to 2:
1. C 0.011
2. C -0.091



# 2
Formula: C50H45BBrF6InN10O2PS
Source: OMol25
Level of theory: the ωB97M-V functional and the def2-TZVPD basis

E_tot = -183896.709 eV
HOMO-LUMO gap = 7.68 eV
E_HOMO = -10.29 eV

```
! wB97M-V def2-TZVPD RIJCOSX def2/J DEFGRID3
* xyz 1 1
In 0.32 -0.18 -0.15
F -5.41 4.67 -3.66
C -4.72 4.21 -2.63
C -4.95 4.71 -1.36
F -5.84 5.67 -1.17
C -4.23 4.20 -0.29
F -4.49 4.70 0.92
C -3.28 3.20 -0.44
P -2.46 2.46 1.04
C -4.01 1.92 1.87
C -4.50 0.69 1.42
C -5.57 0.07 2.04
C -6.18 0.69 3.12
C -5.75 1.94 3.54
C -4.67 2.56 2.91
C -1.93 3.98 1.91
C -1.88 4.05 3.31
C -1.35 5.16 3.94
C -0.84 6.21 3.19
C -0.84 6.13 1.80
C -1.37 5.02 1.17
C -3.05 2.72 -1.74
Br -1.77 1.38 -2.15
C -3.78 3.21 -2.81
F -3.58 2.74 -4.03
H -4.02 0.22 0.56
H -5.91 -0.89 1.69
H -7.00 0.20 3.63
H -6.25 2.45 4.35
H -4.37 3.54 3.23
H -2.27 3.23 3.90
H -1.33 5.21 5.02
H -0.45 7.09 3.68
H -0.42 6.94 1.21
H -1.35 4.96 0.09
N -1.83 -1.90 -2.81
C -2.27 -2.35 -1.64
N -3.30 -3.20 -1.67
C -3.73 -3.65 -0.50
N -4.76 -4.50 -0.49
N -3.19 -3.31 0.69
C -2.21 -2.43 0.63
N -1.71 -1.88 -0.48
C -1.66 -1.99 1.93
C -1.89 -2.72 3.09
C -1.43 -2.22 4.29
C -0.79 -0.99 4.31
C -0.60 -0.34 3.10
N -1.01 -0.83 1.94
H -2.21 -2.33 -3.63
H -0.90 -1.48 -2.84
H -5.15 -4.79 -1.37
H -5.09 -4.89 0.37
H -2.43 -3.65 3.02
H -1.59 -2.77 5.21
H -0.45 -0.54 5.24
H -0.14 0.64 3.06
F 2.73 1.21 -0.87
B 1.83 1.60 0.12
F 1.23 2.80 -0.19
C 0.35 -2.22 -10.76
C 0.83 -1.93 -9.37
O 0.47 -1.01 -8.68
S 2.00 -3.17 -8.80
C 2.03 -2.75 -7.07
C 1.41 -3.60 -6.16
C 1.25 -3.19 -4.85
C 1.71 -1.94 -4.44
C 2.40 -1.13 -5.35
C 2.56 -1.54 -6.66
C 1.37 -1.45 -3.14
C 0.95 -1.04 -2.08
H 0.12 -1.29 -11.28
H -0.57 -2.80 -10.68
H 1.08 -2.80 -11.32
H 1.02 -4.55 -6.50
H 0.74 -3.83 -4.14
H 2.77 -0.16 -5.03
H 3.07 -0.90 -7.37
C 3.87 -2.06 -0.66
C 2.90 -2.63 0.34
O 1.91 -2.01 0.70
C 3.18 -3.97 0.90
C 4.46 -4.50 0.97
C 4.66 -5.75 1.53
C 3.58 -6.49 1.99
C 2.30 -5.97 1.93
C 2.10 -4.71 1.40
H 3.42 -1.20 -1.16
H 4.12 -2.82 -1.41
H 4.79 -1.77 -0.16
H 5.31 -3.94 0.62
H 5.66 -6.16 1.60
H 3.75 -7.48 2.41
H 1.46 -6.55 2.29
H 1.11 -4.29 1.33
C 3.02 0.53 2.16
N 3.81 0.75 3.35
C 3.06 1.62 4.25
N 2.80 2.92 3.63
C 2.01 2.73 2.44
N 2.71 1.82 1.46
C 4.03 2.48 1.13
N 4.81 2.69 2.33
C 5.07 1.40 2.98
C 4.07 3.54 3.26
H 2.09 0.03 2.41
H 3.57 -0.10 1.46
H 3.64 1.78 5.16
H 2.12 1.14 4.51
H 1.83 3.69 1.96
H 1.05 2.27 2.69
H 3.83 3.43 0.64
H 4.57 1.84 0.44
H 5.65 1.57 3.88
H 5.63 0.76 2.30
H 3.88 4.51 2.80
H 4.67 3.68 4.16
*
```

Atomic partial charges in e from the Löwdin method, atoms 1 to 2:
1. In 0.862
2. F 0.154



# 3
Formula: C35H38N6O4PSSn
Source: OMol25
Level of theory: the ωB97M-V functional and the def2-TZVPD basis

E_tot = -80002.279 eV
HOMO-LUMO gap = 6.71 eV
E_HOMO = -4.33 eV

```
! wB97M-V def2-TZVPD RIJCOSX def2/J DEFGRID3
* xyz -1 1
Sn -0.44 -0.03 -1.09
N 0.61 -2.10 1.38
C 0.30 -2.21 2.80
C 0.06 -0.84 3.40
N -1.14 -0.24 2.85
C -1.27 1.17 3.16
C -2.38 1.81 2.34
N -1.96 1.99 0.95
H 0.61 -3.00 0.92
H 1.52 -1.68 1.23
H 1.07 -2.74 3.38
H -0.63 -2.79 2.89
H 0.95 -0.21 3.24
H -0.06 -0.94 4.49
H -1.13 -0.37 1.84
H -0.33 1.73 3.01
H -1.53 1.27 4.22
H -2.69 2.75 2.83
H -3.24 1.13 2.35
H -1.21 2.66 0.87
H -2.73 2.32 0.38
O -3.17 -4.46 -2.22
C -2.40 -3.59 -1.78
O -2.68 -2.51 -1.21
C -0.90 -3.83 -1.98
C -0.42 -5.11 -2.24
C 0.95 -5.30 -2.40
C 1.79 -4.20 -2.30
C 1.22 -2.96 -2.05
N -0.09 -2.78 -1.89
C 2.10 -1.73 -1.93
O 3.31 -1.86 -2.05
O 1.50 -0.60 -1.71
H -1.13 -5.92 -2.32
H 1.35 -6.28 -2.60
H 2.86 -4.26 -2.42
C 5.99 -0.24 0.30
C 5.50 0.62 -0.67
C 4.24 1.19 -0.53
C 3.47 0.91 0.59
C 3.96 0.03 1.55
C 5.22 -0.54 1.41
P 1.78 1.56 0.84
C 2.07 2.86 2.11
C 3.24 3.01 2.84
C 3.37 4.00 3.80
C 2.32 4.87 4.06
C 1.14 4.74 3.34
C 1.02 3.74 2.38
C 1.42 2.58 -0.63
C 2.04 3.81 -0.83
C 1.70 4.60 -1.92
C 0.72 4.14 -2.79
C 0.11 2.91 -2.59
C 0.45 2.08 -1.51
H 6.97 -0.69 0.17
H 6.08 0.82 -1.57
H 3.85 1.83 -1.31
H 3.36 -0.22 2.41
H 5.59 -1.22 2.16
H 4.08 2.35 2.65
H 4.30 4.09 4.36
H 2.42 5.65 4.80
H 0.31 5.41 3.52
H 0.09 3.66 1.82
H 2.79 4.16 -0.13
H 2.19 5.55 -2.08
H 0.44 4.75 -3.65
H -0.64 2.59 -3.31
C -5.47 -1.27 -1.12
C -4.97 -0.37 -2.20
C -5.75 0.44 -2.98
C -5.11 1.23 -3.95
N -3.81 1.17 -4.19
C -3.05 0.34 -3.45
S -1.41 0.09 -3.76
N -3.65 -0.35 -2.43
C -5.89 2.21 -4.76
H -6.55 -1.32 -1.14
H -5.13 -0.91 -0.15
H -5.03 -2.27 -1.23
H -6.82 0.46 -2.86
H -3.07 -1.01 -1.88
H -6.91 1.86 -4.94
H -5.39 2.40 -5.71
H -5.95 3.16 -4.22
*
```

Atomic partial charges in e from the Löwdin method, atoms 1 to 2:
1. Sn 1.094
2. N 0.008



# 4
Formula: C23H47FNO2P
Source: OMol25
Level of theory: the ωB97M-V functional and the def2-TZVPD basis

E_tot = -42202.541 eV
HOMO-LUMO gap = 9.46 eV
E_HOMO = -9.48 eV
SMILES = C#CCPC(=O)NC(=O)F.CCCCCC.CCCCCC.CCCCCC

```
! wB97M-V def2-TZVPD RIJCOSX def2/J DEFGRID3
* xyz 0 1
C -6.43 -3.40 -0.74
C -6.03 -2.46 -1.36
C -5.60 -1.32 -2.19
P -3.97 -0.58 -1.57
C -2.58 -1.38 -2.55
O -1.61 -0.72 -2.71
N -2.59 -2.74 -3.08
C -1.88 -3.62 -2.27
O -1.47 -4.67 -2.62
F -1.60 -3.24 -1.00
H -7.01 -4.26 -0.49
H -5.43 -1.66 -3.22
H -6.32 -0.50 -2.14
H -3.79 -1.04 -0.24
H -3.53 -3.08 -3.28
C -9.25 -1.23 1.14
C -8.39 -0.38 2.08
C -7.20 -1.14 2.65
C -7.55 -2.35 3.52
C -8.45 -2.04 4.73
C -7.80 -1.08 5.73
H -9.69 -2.08 1.66
H -10.07 -0.63 0.73
H -8.66 -1.60 0.30
H -9.01 0.02 2.88
H -8.02 0.48 1.52
H -6.58 -0.44 3.23
H -6.57 -1.49 1.83
H -6.62 -2.80 3.88
H -8.04 -3.11 2.91
H -8.67 -2.98 5.24
H -9.41 -1.63 4.39
H -6.86 -1.49 6.10
H -8.47 -0.92 6.58
H -7.60 -0.11 5.28
C 4.19 1.17 0.86
C 4.21 0.30 -0.39
C 3.34 0.84 -1.52
C 1.84 0.93 -1.20
C 1.19 -0.38 -0.79
C 1.23 -1.44 -1.89
H 3.20 1.23 1.30
H 4.86 0.75 1.62
H 4.53 2.18 0.63
H 3.91 -0.72 -0.14
H 5.24 0.23 -0.76
H 3.48 0.22 -2.41
H 3.69 1.84 -1.79
H 1.33 1.33 -2.08
H 1.69 1.67 -0.41
H 0.14 -0.18 -0.54
H 1.65 -0.77 0.12
H 0.74 -1.09 -2.79
H 0.72 -2.35 -1.55
H 2.25 -1.72 -2.14
C 9.66 1.71 0.73
C 9.84 2.14 -0.72
C 9.41 3.58 -0.98
C 7.93 3.88 -0.73
C 6.95 3.02 -1.52
C 7.07 3.21 -3.03
H 8.61 1.74 1.04
H 10.01 0.69 0.87
H 10.24 2.35 1.40
H 9.29 1.46 -1.38
H 10.89 2.04 -0.99
H 9.66 3.84 -2.02
H 10.01 4.25 -0.36
H 7.75 4.94 -0.95
H 7.72 3.76 0.34
H 5.93 3.29 -1.22
H 7.08 1.97 -1.27
H 6.90 4.26 -3.31
H 6.32 2.61 -3.55
H 8.05 2.91 -3.40
*
```

Atomic partial charges in e from the Löwdin method, atoms 1 to 2:
1. C 0.089
2. C -0.240



# 5
Formula: C22H27N5O5S
Source: OMol25
Level of theory: the ωB97M-V functional and the def2-TZVPD basis

E_tot = -51772.938 eV
HOMO-LUMO gap = 8.56 eV
E_HOMO = -8.39 eV
SMILES = COc1ccc(CN(C2CCCC2)S(=O)(=O)c2ccc(-n3cnnn3)c(OC)c2)cc1OC

```
! wB97M-V def2-TZVPD RIJCOSX def2/J DEFGRID3
* xyz 0 1
C 3.35 -3.41 1.43
H 3.86 -2.94 2.27
O 1.99 -3.05 1.39
C 1.67 -1.73 1.28
C 2.57 -0.69 1.12
C 2.12 0.62 0.98
C 0.77 0.91 1.01
C -0.14 -0.13 1.21
C 0.28 -1.44 1.32
O -0.53 -2.52 1.47
C -1.90 -2.30 1.69
H -2.38 -1.78 0.85
H -2.07 -1.72 2.61
H -2.34 -3.29 1.81
H -1.19 0.11 1.24
C 0.28 2.32 0.82
N -0.76 2.35 -0.20
S -0.17 2.10 -1.75
O -1.12 2.62 -2.69
O 1.20 2.54 -1.85
C -0.20 0.31 -1.83
C -1.41 -0.35 -1.75
C -1.40 -1.73 -1.68
C -0.20 -2.43 -1.68
C 1.02 -1.75 -1.84
C 1.00 -0.37 -1.92
H 1.89 0.22 -2.01
O 2.16 -2.49 -1.93
C 3.36 -1.83 -2.24
H 3.29 -1.30 -3.19
H 3.65 -1.13 -1.45
H 4.11 -2.62 -2.33
N -0.26 -3.81 -1.49
C 0.68 -4.73 -1.15
N 0.10 -5.89 -1.05
N -1.18 -5.70 -1.33
N -1.42 -4.49 -1.59
H 1.71 -4.52 -0.97
H -2.31 -2.30 -1.61
H -2.32 0.22 -1.73
C -1.85 3.29 -0.07
H -2.43 3.16 -0.98
C -2.74 3.02 1.17
H -3.77 2.83 0.85
C -2.68 4.29 2.02
C -2.44 5.39 1.00
H -3.36 5.61 0.46
C -1.42 4.77 0.05
H -0.42 4.83 0.48
H -1.39 5.25 -0.93
H -2.07 6.31 1.45
H -1.84 4.24 2.71
H -3.59 4.44 2.59
H -2.40 2.14 1.71
H -0.15 2.69 1.75
H 1.12 2.96 0.53
H 2.84 1.41 0.83
H 3.63 -0.89 1.11
H 3.35 -4.49 1.56
H 3.86 -3.15 0.50
*
```

Atomic partial charges in e from the Löwdin method, atoms 1 to 2:
1. C -0.073
2. H 0.101



# 6
Formula: C16H23BCl36O2P
Source: OMol25
Level of theory: the ωB97M-V functional and the def2-TZVPD basis

E_tot = -481832.316 eV
HOMO-LUMO gap = 5.52 eV
E_HOMO = -4.18 eV

```
! wB97M-V def2-TZVPD RIJCOSX def2/J DEFGRID3
* xyz -1 1
C 2.35 -5.66 4.50
P 1.55 -4.03 4.89
C 2.43 -2.65 4.04
C -0.21 -3.90 4.26
C -1.11 -5.19 4.27
O -1.31 -5.48 2.91
B -0.38 -4.63 2.09
O -0.30 -3.42 2.93
H 1.95 -6.17 3.62
H 2.29 -6.37 5.35
H 3.43 -5.51 4.32
H 3.12 -2.11 4.70
H 1.65 -1.91 3.78
H 2.93 -2.93 3.11
H -0.60 -3.04 4.84
H -2.02 -5.09 4.87
H -0.63 -6.09 4.72
H -0.59 -4.49 0.91
H 0.72 -5.16 2.24
C 2.10 -0.45 0.62
Cl 3.07 0.75 1.49
Cl 2.93 -2.01 0.55
Cl 0.52 -0.64 1.36
H 1.97 -0.10 -0.40
C -1.50 -0.55 -2.16
Cl -2.74 -0.60 -0.89
Cl -0.81 1.08 -2.28
Cl -0.25 -1.74 -1.86
H -1.98 -0.79 -3.10
C 1.56 4.08 -2.56
Cl -0.17 4.33 -2.36
Cl 2.44 5.60 -2.36
Cl 2.16 2.87 -1.42
H 1.73 3.72 -3.57
C -2.08 2.22 1.79
Cl -0.71 2.30 0.69
Cl -1.57 2.50 3.46
Cl -3.33 3.39 1.31
H -2.51 1.22 1.73
C -0.79 6.65 3.07
Cl -0.60 5.88 1.50
Cl -2.49 6.71 3.54
Cl 0.16 5.80 4.30
H -0.42 7.66 3.01
C 5.96 7.23 -3.22
Cl 7.35 7.28 -4.31
Cl 6.47 7.53 -1.55
Cl 4.74 8.40 -3.72
H 5.53 6.24 -3.27
C 2.76 3.64 -6.77
Cl 3.70 4.86 -5.91
Cl 3.60 2.09 -6.79
Cl 1.16 3.46 -6.04
H 2.63 3.97 -7.79
C -0.73 -8.63 0.96
Cl -2.42 -9.03 1.34
Cl -0.42 -8.89 -0.78
Cl -0.34 -6.98 1.45
H -0.09 -9.31 1.51
C -2.08 9.23 -0.31
Cl -3.53 8.24 -0.16
Cl -1.17 9.23 1.21
Cl -1.07 8.68 -1.64
H -2.39 10.25 -0.51
C -4.91 -2.96 5.62
Cl -4.54 -2.83 7.35
Cl -3.44 -2.91 4.67
Cl -5.82 -4.44 5.30
H -5.53 -2.11 5.35
C 0.99 -1.06 -8.02
Cl 2.29 -2.25 -8.03
Cl 0.51 -0.68 -6.37
Cl 1.49 0.41 -8.87
H 0.14 -1.47 -8.54
C -4.62 -2.59 -3.90
Cl -3.56 -3.80 -3.19
Cl -3.67 -1.37 -4.76
Cl -5.80 -3.33 -4.99
H -5.15 -2.09 -3.10
*
```

Atomic partial charges in e from the Löwdin method, atoms 1 to 2:
1. C -0.328
2. P 0.897



Among the records above, which one has the lowest HOMO-LUMO gap? C16H23BCl36O2P